[1]
The following is a DFT calculation (ωB97M-V/def2-TZVPD) of a structure of composition C32H45BaBrN2P2 in a non-equilibrium geometry.

```
83
Properties=species:S:1:pos:R:3:forces:R:3
N -6.61867 5.24868 -5.15335 0.04 0.20 -0.28
C -6.53493 5.86816 -3.97593 0.33 -0.66 0.47
C -5.70570 5.40897 -2.93645 0.29 -0.07 -0.41
C -4.83844 4.31228 -3.17718 -0.48 0.50 -1.02
C -5.00438 3.64332 -4.42235 0.20 0.53 0.27
C -5.88087 4.16515 -5.38303 0.26 -0.20 0.84
C -3.81894 3.83476 -2.23718 0.20 0.18 -0.31
Ba -0.08138 2.54617 0.33224 0.81 -0.06 0.01
P 5.77380 -0.71154 -0.14555 0.95 -0.31 -0.11
C -2.66713 3.20248 -2.62811 -0.43 0.94 -0.72
C -2.06802 2.09479 -1.92943 0.42 0.08 0.92
C -0.80987 1.56837 -2.34306 -0.46 0.29 -0.16
C -0.43228 0.30011 -1.93873 -0.04 -0.39 -0.13
C -1.20077 -0.40095 -0.99193 -0.30 0.80 0.10
C -2.23147 0.28437 -0.31780 -0.02 -0.59 -0.30
C -2.71976 1.48091 -0.82530 0.03 0.26 -0.53
Br 1.66840 0.09127 0.31466 0.11 0.37 0.20
H -4.00772 4.05004 -1.18202 -0.25 -0.71 -0.03
H -2.19454 3.46296 -3.60077 -0.87 -0.56 0.42
H -5.71969 5.94031 -1.98679 0.19 -0.10 -0.15
H -4.45525 2.72655 -4.63264 -0.04 0.26 0.03
H -7.16001 6.75749 -3.84435 0.22 -0.38 0.00
H -5.97687 3.67037 -6.35217 -0.10 0.22 0.27
H -0.14978 2.16620 -2.99471 -0.55 -0.50 0.03
H -3.66744 1.88283 -0.45138 0.41 -0.09 -0.11
H 0.48127 -0.13194 -2.34428 -0.28 0.01 0.10
H -2.71295 -0.19350 0.54382 0.01 0.32 -0.48
P -1.12178 -2.15813 -0.64970 0.18 0.76 0.22
C 5.15452 0.99654 0.14698 -0.25 -0.08 -0.02
C 6.18021 2.05910 -0.26347 -0.18 0.04 0.13
H 4.93851 1.06775 1.22264 0.03 0.03 -0.17
H 4.19806 1.10076 -0.38486 0.21 0.23 0.17
H 5.84379 3.04532 0.07323 0.11 -0.02 -0.12
H 7.15595 1.86160 0.19650 -0.21 0.02 -0.15
H 6.31092 2.09857 -1.35015 0.04 -0.05 0.16
C 4.96558 -1.20947 -1.72842 -0.01 0.23 0.09
C 5.70457 -2.38111 -2.38523 -0.17 0.08 -0.17
H 4.98097 -0.32707 -2.38456 -0.03 -0.21 0.06
H 3.91734 -1.45741 -1.50632 0.05 0.06 -0.24
H 5.33256 -2.52726 -3.40494 0.08 -0.12 0.12
H 6.78239 -2.18890 -2.44313 -0.24 -0.02 0.04
H 5.55468 -3.31556 -1.83275 0.07 0.15 -0.05
C 4.81145 -1.73214 1.04384 -0.21 0.15 -0.01
C 5.58097 -1.98361 2.33866 -0.21 -0.18 0.05
H 4.59417 -2.68455 0.53964 0.03 0.15 0.10
H 3.85594 -1.21957 1.22672 0.17 -0.32 0.09
H 4.98153 -2.61155 3.00430 0.11 0.06 0.08
H 6.52177 -2.50787 2.14346 -0.12 0.16 0.02
H 5.80668 -1.05074 2.86430 0.03 -0.09 -0.07
C -0.84763 -2.29068 1.12261 0.10 -0.35 0.18
C -1.04376 -3.72431 1.64233 -0.12 0.03 0.44
H -1.51298 -1.59687 1.65573 0.11 -0.14 -0.27
H 0.16832 -1.90140 1.29395 -0.24 -0.19 -0.20
H -2.07402 -3.84974 1.99947 0.27 -0.13 -0.14
H -0.84211 -4.50348 0.89770 0.05 0.17 0.17
H -0.37147 -3.87604 2.49591 -0.22 -0.14 -0.25
C 0.15097 -2.95400 -1.63354 0.41 -0.33 0.23
C -0.21839 -3.03096 -3.11747 -0.07 -0.09 -0.28
H 0.27530 -3.96406 -1.19321 0.06 0.42 -0.25
H 1.10507 -2.41523 -1.49135 -0.40 -0.12 0.18
H -0.98346 -3.79083 -3.30645 0.16 0.14 0.01
H -0.59560 -2.07425 -3.49128 0.05 -0.10 -0.01
H 0.66656 -3.28383 -3.71160 -0.20 -0.01 0.18
C -2.73935 -2.73969 -1.21029 0.02 -0.45 -0.55
C -3.96721 -2.45958 -0.34591 -0.56 0.07 0.19
H -2.62766 -3.80517 -1.45166 -0.04 0.12 0.21
H -2.89914 -2.24351 -2.17844 0.31 -0.21 0.09
H -4.56697 -1.66796 -0.81111 0.13 -0.14 0.22
H -4.61851 -3.34357 -0.27515 0.34 0.28 0.00
H -3.72838 -2.13723 0.66979 -0.04 -0.17 -0.01
N -0.23088 1.76150 2.78514 -0.23 -1.19 3.14
C -0.21677 1.32082 3.87616 -0.06 1.21 -2.61
C -0.19119 0.81029 5.19634 0.04 -0.43 1.15
C -1.35152 0.80468 5.99393 -0.16 -0.03 0.06
C -1.31025 0.29445 7.29415 0.02 0.12 -0.30
C -0.11274 -0.20929 7.81298 0.02 0.05 -0.23
C 1.04434 -0.20863 7.02660 -0.05 0.14 -0.19
C 1.00888 0.30914 5.73096 0.19 -0.11 -0.01
H -2.28014 1.20540 5.58643 0.21 -0.13 0.17
H -2.21898 0.29176 7.90202 0.36 0.03 -0.24
H -0.08012 -0.59976 8.83315 -0.02 0.12 -0.38
H 1.98305 -0.60756 7.42064 -0.37 0.19 -0.14
H 1.90938 0.33631 5.11846 -0.17 -0.08 0.19
```
Forces are in eV/Å.

Properties
- Electronic energy: -126195.9504 eV
- LUMO: -6.471 eV
- Energy above the lowest of the compared OMol25 structures with the same formula, charge and spin: 8.89 kcal/mol
- Total charge: +2
- HOMO level: -11.27 eV
- F_max: 3.4 eV/A

=====

[2]
The following is a DFT calculation (ωB97M-V/def2-TZVPD) of the molecule C4H5NO3 in a non-equilibrium geometry.

```
13
Properties=species:S:1:pos:R:3:forces:R:3
C -0.49292 0.99919 -1.20634 -0.06 2.23 0.69
C 0.23121 -0.09251 -1.82432 2.05 0.67 0.49
C -0.01434 -0.11079 -0.37953 0.08 -1.99 -0.46
C 0.65635 -0.58671 0.84582 -0.23 -0.02 0.69
N -0.39817 -0.21567 2.13597 3.86 0.12 -2.70
O -1.47948 -0.63324 1.93447 -1.92 -0.49 0.50
O 0.03898 0.47793 3.01455 -0.36 -0.08 0.46
O -0.48638 -1.14431 -1.27327 -1.58 -1.25 -0.65
H -0.10197 1.99422 -1.03719 1.06 -0.09 -0.11
H -1.47498 1.17125 -1.47798 -2.51 -0.44 -0.11
H 1.09411 -0.07207 -2.46181 0.22 -0.60 0.07
H 1.61245 -0.06300 0.85113 -0.07 0.05 1.32
H 0.81514 -1.72429 0.87852 -0.54 1.89 -0.18
```
Forces are in eV/Å.

Properties
- Electronic energy: -11854.4352 eV
- SMILES: O=[N+]([O-])C[C@@]12C[C@@H]1O2
- LUMO: 0.681 eV
- Energy above the lowest of the compared OMol25 structures with the same formula, charge and spin: 174.47 kcal/mol
- HOMO level: -8.94 eV
- F_max: 4.7 eV/A

=====

[3]
The following is a DFT calculation (ωB97M-V/def2-TZVPD) of a structure of composition C27H33BN10O6SW in a non-equilibrium geometry.

```
79
Properties=species:S:1:pos:R:3:forces:R:3
W 0.31633 -1.75579 1.10002 0.92 0.26 0.13
C 4.24144 -2.92639 0.78555 1.17 -0.66 0.37
C 3.38429 -1.96375 0.13070 -1.00 1.05 -0.63
C 3.37252 -1.51757 -1.22971 0.32 -0.80 -0.02
C 2.30190 -0.71060 -1.38790 0.12 0.59 0.35
N 1.73368 -0.48677 -0.11047 -0.40 -0.03 -0.50
N 2.40878 -1.31078 0.77235 -0.40 -0.18 0.66
B 1.34990 1.05185 0.32854 -0.45 -0.11 0.08
N 1.45442 1.08049 1.84060 0.22 -0.55 -0.02
C 1.63161 2.09708 2.69616 -0.37 0.51 -0.24
C 1.05961 1.79375 3.88651 -0.31 -0.30 0.89
C 0.55315 0.49113 3.75958 0.32 0.24 -0.38
C -0.08746 -0.26084 4.87856 -0.41 -0.76 -0.63
N 0.81186 0.06223 2.50517 -0.01 -0.63 -0.37
N -0.25744 1.03242 0.04376 -0.42 -0.27 0.12
C -0.84064 2.02516 -0.52083 0.22 0.25 -0.32
C -2.80616 0.62085 -0.89838 0.78 0.98 0.00
C -2.34619 -0.20253 0.32470 0.25 0.30 0.22
C -4.44779 -0.76930 1.25813 -0.66 0.51 -0.23
N -0.92673 -0.08345 0.57189 -0.32 0.23 -0.25
N 1.98593 2.10334 -0.48601 -0.13 -0.07 0.28
C 2.63771 3.25492 -0.14179 0.31 -0.26 0.86
C 2.87702 3.97791 -1.24490 0.15 -0.06 -0.68
C 2.32633 3.20925 -2.30285 -0.01 0.11 -0.37
C 2.34567 3.61723 -3.73954 0.01 0.09 -0.20
N 1.76543 2.10257 -1.84738 0.19 -0.06 -0.30
H 5.20708 -2.43338 1.04082 -0.48 -0.17 -0.14
H 3.83661 -3.31627 1.71837 -0.04 0.08 -0.06
H 4.50620 -3.76156 0.12810 -0.12 0.15 0.06
H 4.05721 -1.87631 -1.98392 -0.06 0.15 -0.07
H 1.98514 -0.10223 -2.22979 -0.08 -0.19 0.15
H 2.06897 3.01200 2.38263 0.21 0.37 -0.02
H 0.96490 2.39999 4.77920 0.24 -0.04 -0.22
H -0.66010 0.42606 5.50874 -0.03 -0.20 -0.22
H -0.73767 -1.07430 4.49378 0.20 0.71 0.46
H 0.66603 -0.70969 5.52269 0.17 -0.02 0.09
H -0.13996 2.83203 -0.76801 -0.58 -0.21 -0.11
H -3.86951 0.68474 -0.92777 -0.93 -0.28 -0.15
H -4.97253 -0.33594 0.37965 0.40 -0.09 0.62
H -4.40422 -1.83644 1.12799 0.09 -0.52 0.03
H -5.00490 -0.53131 2.16712 0.24 0.01 -0.21
H 2.96031 3.44693 0.85840 0.11 0.06 0.15
H 3.45147 4.87764 -1.34118 -0.04 0.24 0.08
H 1.71446 4.50076 -3.87210 -0.05 -0.15 -0.06
H 3.34009 3.92338 -4.07137 0.05 -0.03 0.30
H 2.03846 2.83478 -4.42753 -0.25 -0.11 0.14
N 1.15045 -2.78128 2.95137 -0.61 0.31 0.29
C 0.06142 -3.62782 3.53632 2.20 -0.20 1.19
C -1.23394 -3.07699 3.17788 -0.90 -0.71 0.08
O -2.24686 -3.56010 3.52827 -0.39 1.03 -0.54
O -1.07644 -2.00840 2.26989 -1.34 -0.42 0.05
H 1.92789 -3.36931 2.73336 0.51 -0.49 -0.48
H 1.51849 -2.09432 3.59297 -0.17 0.27 0.51
H 0.15636 -3.70666 4.64308 -0.09 0.06 -0.73
H 0.11045 -4.64624 3.13486 0.14 0.21 0.01
C -2.95486 3.63572 -4.42259 0.08 -0.31 1.08
C -2.49258 2.64461 -3.35476 -0.71 -0.43 -1.00
C -2.57256 2.98114 -2.05501 -0.16 -0.13 0.44
C -2.30885 2.07029 -0.87514 1.29 -0.13 0.70
C -2.21836 -0.23897 -1.95809 -0.14 0.27 -0.68
C -1.97450 0.06785 -3.27629 -0.18 0.27 0.66
C -2.15065 1.34671 -3.87844 0.37 -1.00 -0.30
S -2.19437 -1.66595 -0.95880 0.04 -0.69 -0.78
O -3.10355 -0.25202 1.43753 0.53 -0.17 -0.74
O -3.06913 -2.74403 -1.35977 0.26 0.55 0.37
N -0.67872 -2.29706 -0.64324 0.28 0.11 0.21
C -0.41547 -3.57784 -1.31031 -0.67 -0.74 0.25
C 0.36382 -4.44703 -0.36784 0.75 -0.06 1.03
O 0.65745 -5.59014 -0.35338 -0.33 1.43 -0.21
O 0.74614 -3.58997 0.76437 -0.16 -0.20 -0.97
H -3.10374 4.59849 -3.95096 -0.08 0.27 -0.14
H -3.90516 3.30205 -4.84394 0.12 0.00 -0.05
H -2.22050 3.72537 -5.19902 0.30 0.07 -0.50
H -2.88277 4.00378 -1.81402 0.16 -0.41 0.04
H -2.78229 2.51222 -0.00976 -0.31 0.40 0.43
H -1.67246 -0.74244 -3.92498 0.10 0.00 -0.17
H -2.01389 1.27608 -4.96637 -0.12 0.35 0.44
H 0.07680 -3.49255 -2.28745 -0.05 0.07 0.25
H -1.35083 -4.14847 -1.41803 0.12 0.27 -0.40
```
Forces are in eV/Å.

Properties
- Electronic energy: -69030.6069 eV
- LUMO (alpha / beta): -10.867 / -10.868 eV
- Energy above the lowest of the compared OMol25 structures with the same formula, charge and spin: 52.99 kcal/mol
- 2S+1: 2
- Total charge: +3
- HOMO level (alpha / beta): -16.29 / -17.04 eV
- F_max: 2.5 eV/A

=====

[4]
The following is a DFT calculation (ωB97M-V/def2-TZVPD) of a cluster of 2 separate species, C7H12BNO3 in total in a non-equilibrium geometry.

```
24
Properties=species:S:1:pos:R:3:forces:R:3
B -0.68409 -1.32924 -0.14222 -1.64 -0.24 -0.97
C -2.43477 1.06564 0.33919 -0.50 -0.55 -0.04
C -1.67174 0.63496 1.56436 -0.82 -1.79 -2.75
C -1.86631 2.10602 -0.48960 -2.22 1.81 -0.34
C -1.42409 -0.12006 0.49477 -0.61 1.86 2.44
C 1.82397 -0.76298 -0.53006 0.79 1.89 0.15
C 1.96591 0.29575 -1.63391 2.25 -1.39 -1.74
C 2.08763 -0.92185 1.79746 -0.10 -2.96 1.19
N -2.64352 2.80418 -1.24934 2.25 -0.07 -0.35
O -0.33056 -2.30520 0.74353 -0.19 -1.55 0.20
O -0.78506 -1.33429 -1.53684 0.56 -0.79 1.35
O 2.06694 -0.15616 0.62008 0.30 -0.24 -0.96
H -3.60246 1.03432 0.23718 2.29 -0.60 0.16
H -1.88138 0.64722 2.59584 0.57 0.28 1.06
H -0.83040 2.36753 -0.36087 0.70 -0.33 -0.06
H 3.09207 0.03675 -2.12083 -2.88 0.49 1.25
H 1.24792 0.01960 -2.43116 0.49 0.19 0.32
H 1.96301 1.39568 -1.51608 -0.10 -0.58 0.72
H 2.66615 -0.50141 2.55652 0.66 2.08 0.96
H 2.66478 -1.90376 1.83768 -1.03 0.72 -1.48
H 1.08786 -1.11933 2.19992 0.20 0.19 -0.41
H -1.96539 3.42324 -1.75165 -1.15 -0.09 0.21
H -0.27985 -3.28424 0.60567 0.16 1.69 -0.43
H -0.26664 -2.09238 -1.82964 0.02 -0.03 -0.49
```
Forces are in eV/Å.

Properties
- Electronic energy: -15758.0414 eV
- LUMO: 0.152 eV
- Energy above the lowest of the compared OMol25 structures with the same formula, charge and spin: 108.38 kcal/mol
- HOMO level: -8.86 eV
- F_max: 3.4 eV/A